# 1
Below is C20H29B2Cl2F4N10O5SSeZr as an isolated structure at a distorted geometry, with properties calculated with ωB97M-V with the def2-TZVPD basis set.

Geometry as XYZ:
```
75
Properties=species:S:1:pos:R:3:forces:R:3:mulliken_charge:R:1
Zr 0.433232 -0.591427 0.105794 -1.849 -0.473 -0.844 -1.019
C 3.694381 0.336492 -2.924827 -0.020 -0.089 -0.056 -1.795
C 2.797788 -0.192469 -1.867760 0.339 0.158 0.229 0.325
N 1.857391 0.481845 -1.319064 0.313 0.206 0.295 1.280
O 1.644735 1.766997 -1.719873 -0.173 -0.116 -0.037 -0.898
B 1.564868 2.741901 -0.521748 0.141 0.096 -0.173 0.698
F 1.516637 3.971837 -1.094803 -0.004 -0.028 0.097 -0.304
F 2.631393 2.473796 0.317013 -0.165 0.015 -0.036 -0.376
O 0.267602 2.587589 0.252603 -0.125 0.100 -0.095 -0.593
N 0.262168 1.459749 1.030335 0.573 -0.029 -0.122 2.029
C 0.477471 1.596709 2.282123 0.177 0.224 0.286 0.374
C 0.580851 2.901902 2.978289 -0.058 0.069 0.013 -2.120
C 0.827146 0.348828 3.003887 0.639 -0.638 -0.049 0.612
N 1.271287 -0.575280 2.216957 0.167 0.320 0.125 0.641
O 1.742672 -1.702874 2.757020 -0.206 0.087 0.181 -0.578
B 2.903188 -2.302857 1.976315 0.017 0.022 -0.098 0.576
F 3.841019 -1.302098 1.758314 -0.030 -0.085 0.012 -0.369
F 3.312335 -3.384620 2.669373 0.035 -0.002 0.006 -0.331
O 2.439818 -2.804818 0.606069 -0.069 -0.116 -0.061 -0.678
N 2.234859 -1.784343 -0.260987 0.063 0.061 0.135 1.699
C 3.078052 -1.507917 -1.173885 0.410 0.436 0.042 0.384
C 4.372954 -2.205365 -1.359329 -0.115 -0.146 -0.098 -2.283
C 0.908365 0.204709 4.479907 -0.197 0.059 0.000 -1.669
H 3.550316 1.407208 -3.029924 0.001 0.001 -0.009 0.409
H 4.733676 0.117211 -2.685406 0.011 0.020 0.016 0.462
H 3.462160 -0.145845 -3.878277 0.020 -0.006 0.041 0.270
H 0.565281 3.718212 2.263463 -0.007 -0.015 0.032 0.358
H -0.253300 3.006528 3.677436 0.008 0.004 0.004 0.421
H 1.501309 2.932917 3.562025 0.015 0.021 -0.019 0.489
H 4.361676 -3.157592 -0.837312 -0.001 -0.006 0.007 0.424
H 4.593612 -2.353679 -2.416209 -0.015 0.020 -0.003 0.505
H 5.158610 -1.580669 -0.925735 0.006 -0.017 0.007 0.443
H 0.753852 1.149618 4.992833 -0.004 -0.002 0.002 0.483
H 0.154657 -0.510893 4.817723 0.004 -0.013 -0.004 0.302
H 1.878151 -0.217590 4.742678 0.011 0.013 0.008 0.389
N -1.007069 0.867017 -1.269521 -0.207 0.052 0.117 0.246
N -1.932296 0.559998 -2.284698 0.104 0.146 -0.275 -0.795
C -2.567758 -0.584479 -2.407334 -0.213 -0.121 0.088 0.713
N -3.692499 -0.644194 -3.118313 0.072 0.140 0.038 -0.465
S -2.048267 -2.007629 -1.608173 -0.096 -0.218 -0.138 -0.165
H -1.539580 1.444176 -0.595433 0.091 -0.053 -0.143 0.422
H -0.269240 1.423801 -1.702949 -0.002 0.140 -0.032 0.488
H -2.249429 1.344491 -2.840660 0.025 0.009 0.088 0.277
H -4.242386 0.177952 -3.313403 -0.001 -0.018 0.010 0.209
H -4.069556 -1.541121 -3.374827 -0.002 -0.022 0.002 0.251
Cl -0.327582 -4.566294 -0.533456 0.040 -0.071 0.127 -0.138
C 0.490488 -4.032058 -1.953912 -0.083 0.135 -0.116 1.320
C 1.279813 -4.914139 -2.672444 -0.021 0.067 -0.029 -0.591
C 1.896350 -4.477354 -3.835085 -0.004 0.036 0.015 -0.574
C 1.706221 -3.180036 -4.287913 0.035 -0.037 -0.049 -0.670
C 0.905752 -2.317276 -3.558590 0.048 0.073 0.071 0.985
Cl 0.668820 -0.692851 -4.144230 -0.165 -0.106 -0.147 -0.129
C 0.303267 -2.704111 -2.362825 0.020 0.052 0.117 -2.124
N -0.402836 -1.773211 -1.551102 0.565 -0.525 0.188 0.385
H 1.401610 -5.929000 -2.322382 0.004 -0.005 0.014 0.490
H 2.517686 -5.157067 -4.401336 0.002 -0.006 -0.010 0.436
H 2.159801 -2.837877 -5.207688 0.004 -0.010 -0.013 0.507
C -3.079884 1.217842 2.942158 -0.011 -0.011 -0.006 -0.323
N -3.613862 2.393742 2.274231 -0.006 0.029 0.011 0.305
C -4.340245 3.352467 3.098673 0.011 0.010 0.000 -1.110
C -3.573595 2.489647 0.935121 -0.039 0.164 0.067 0.816
C -4.170711 3.731073 0.321308 -0.009 -0.029 -0.017 -1.575
O -3.063068 1.613429 0.224922 -0.039 0.041 0.042 -0.754
H -3.877810 0.547969 3.265438 -0.003 -0.006 0.005 0.502
H -2.509271 1.528931 3.819499 0.001 -0.004 -0.003 0.356
H -2.439832 0.680299 2.251468 0.008 -0.014 0.000 -0.683
H -4.125336 3.136784 4.142038 0.001 0.009 -0.003 0.364
H -5.419032 3.275966 2.953453 -0.007 -0.004 0.008 0.342
H -4.026374 4.374410 2.893334 -0.009 0.001 -0.004 0.373
H -5.222484 3.839454 0.586927 -0.004 -0.001 -0.002 0.407
H -4.078365 3.663014 -0.758178 -0.003 -0.003 0.008 0.329
H -3.649956 4.624475 0.666862 0.007 0.004 -0.001 0.384
Se -3.547167 -2.611193 2.379431 -0.057 0.003 -0.008 -0.059
C -2.160591 -1.853668 1.679429 0.130 -0.069 0.021 0.544
N -1.203936 -1.347092 1.195138 -0.100 0.073 0.126 -0.858
```
Positions in Å, forces in eV/Å.

Values from the calculation:
* total charge: +1
* energy: -5919.66009 hartree
* HOMO level: -10.94 eV
* largest force on an atom: 0.0406 hartree/bohr

# 2
Below is C21H58AgN5O6 as an isolated structure at a distorted geometry, with properties calculated with ωB97M-V with the def2-TZVPD basis set.

Geometry as XYZ:
```
91
Properties=species:S:1:pos:R:3:forces:R:3:mulliken_charge:R:1
Ag -0.639401 -3.197388 -1.922229 -0.311 1.263 1.245 0.290
C -1.220258 -0.762050 0.263796 0.158 -0.037 -0.242 -0.314
O -1.156608 -0.997426 -1.099737 0.388 -0.898 -0.446 0.100
H -0.262991 -0.383639 0.670728 0.020 0.026 0.155 -0.138
H -1.942608 0.032909 0.513778 -0.178 -0.098 -0.022 -0.084
H -1.475560 -1.653697 0.856717 -0.062 0.039 0.091 0.040
C -1.021886 -4.481482 2.098385 -0.675 -0.937 -0.077 -1.443
C 0.044968 -5.095041 1.190041 -0.310 0.865 0.946 0.483
C -0.337279 -6.438462 0.633811 -0.317 0.011 -0.049 -0.995
O 0.774258 -6.939359 -0.072258 0.331 0.083 -0.114 -0.330
C 0.575362 -8.215458 -0.612725 -0.756 -0.646 -0.319 -0.777
N 0.394912 -4.131150 0.141928 -0.050 -0.920 -1.042 -0.037
H -1.953621 -4.283538 1.562118 0.211 0.357 -0.254 0.311
H -0.672900 -3.582534 2.599257 0.022 0.075 -0.100 0.268
H -1.340892 -5.208161 2.853817 0.349 0.080 0.182 0.480
H 0.904485 -5.288203 1.846730 0.210 0.041 -0.236 0.266
H -1.222151 -6.380617 -0.014620 0.000 0.118 -0.134 0.342
H -0.606761 -7.088874 1.474441 0.100 -0.142 -0.021 0.488
H 0.093003 -8.882395 0.109769 0.241 -0.056 0.183 0.309
H 1.504155 -8.660657 -0.959110 0.252 0.257 0.282 0.249
H -0.095668 -8.225220 -1.482053 -0.056 0.372 -0.020 0.310
H 0.996163 -3.379166 0.486809 -0.002 0.097 -0.164 0.043
H 0.946275 -4.665613 -0.530538 0.418 0.169 0.263 0.436
C 2.218965 -0.801082 2.434484 0.479 0.142 0.748 -1.316
C 2.980499 -1.070196 1.152457 -0.211 -0.314 -0.561 1.370
C 4.205549 -1.958724 1.376786 -1.015 0.084 0.344 -0.934
O 5.029627 -1.891379 0.247666 0.198 0.230 -0.092 -0.272
C 6.142840 -2.742094 0.317230 0.209 -0.547 0.353 -0.785
N 2.116788 -1.746914 0.165068 -0.387 0.311 0.448 -0.290
H 2.941955 -0.407747 3.157329 -0.088 0.003 0.045 0.548
H 1.765213 -1.675293 2.906944 -0.013 -0.142 -0.288 0.233
H 1.462868 -0.022273 2.343956 -0.125 -0.118 -0.290 0.014
H 3.244536 -0.084932 0.748497 0.587 -0.104 0.131 -0.036
H 3.828387 -2.982255 1.503252 -0.020 -0.132 -0.059 0.280
H 4.664302 -1.714739 2.342270 0.598 0.323 -0.267 0.394
H 6.613911 -2.819759 -0.658834 -0.062 0.240 -0.077 0.240
H 5.862494 -3.757329 0.625550 -0.193 -0.015 -0.080 0.323
H 6.879954 -2.407907 1.054362 0.021 0.236 -0.041 0.300
H 2.561361 -1.775741 -0.745772 0.109 0.066 0.060 0.301
H 1.283470 -1.165585 0.078137 0.001 -0.263 -0.385 -0.545
C -4.962922 -0.410092 -1.193222 0.520 -0.412 0.493 -1.418
C -4.374016 0.593914 -2.170803 0.538 -0.250 -0.153 0.344
C -3.917461 1.884623 -1.489277 -1.135 0.349 0.296 0.194
O -3.942065 2.907944 -2.458328 -0.163 0.465 -0.402 -0.397
C -3.832804 4.232131 -1.924900 -0.220 -1.820 0.481 -0.464
N -3.308462 -0.062560 -2.909636 1.089 -0.272 -0.531 -0.761
H -5.858179 -0.068183 -0.673707 0.008 0.156 -0.091 0.420
H -4.209021 -0.674186 -0.441683 -0.043 0.164 0.094 0.135
H -5.174064 -1.359283 -1.686355 -0.160 0.167 -0.241 0.385
H -5.148338 0.839134 -2.901499 -0.009 0.342 0.104 0.357
H -2.937784 1.838932 -0.997196 0.154 -0.380 -0.181 -0.319
H -4.640060 2.111669 -0.686014 -0.020 0.186 -0.040 0.404
H -2.896907 4.221658 -1.357846 0.159 0.919 -0.223 0.046
H -4.644831 4.398131 -1.206928 -0.050 0.142 -0.033 0.320
H -3.941576 4.911720 -2.760769 0.474 0.226 0.075 0.249
H -2.501666 -0.289158 -2.315017 -0.460 -0.322 0.492 0.108
H -2.854644 0.539793 -3.593197 -0.675 0.264 -0.141 0.336
C -1.387684 6.624969 2.879108 -0.698 0.099 0.920 -1.423
C -0.282057 5.846790 2.210865 0.525 0.653 0.219 0.438
C -0.775726 4.460256 1.818697 1.134 0.054 -0.490 0.251
O -0.784096 3.609830 2.941951 -0.112 0.200 -0.259 -0.448
C -0.917991 2.255061 2.585511 -0.363 -0.379 1.363 -0.524
N 0.190738 6.614308 1.044055 -0.208 -0.196 -0.733 -0.738
H -1.819535 6.127506 3.754720 0.243 -0.470 -0.186 0.304
H -2.216937 6.738752 2.178182 0.123 0.311 -0.082 0.327
H -1.099715 7.586697 3.311455 0.220 0.154 -0.560 0.379
H 0.601390 5.763412 2.853522 -0.408 -0.576 0.533 0.238
H -0.033873 4.074617 1.101321 -0.238 -0.129 -0.154 -0.313
H -1.760154 4.493728 1.336042 -0.008 0.073 -0.012 0.215
H -1.870186 2.009429 2.102592 0.136 0.280 -0.437 0.291
H -0.974735 1.748145 3.554359 0.174 -0.200 -0.155 0.379
H -0.060100 1.847119 2.042733 -0.050 0.239 -0.294 0.073
H 0.676363 7.452335 1.341569 -0.279 0.080 0.198 0.273
H 0.896759 6.105883 0.517957 -0.176 -0.243 0.073 0.207
C 2.981461 1.445751 -3.345941 0.219 -0.200 -0.023 -1.761
C 2.060235 0.868144 -2.266860 0.302 -0.767 -1.058 0.969
C 1.889187 1.783840 -1.043066 0.547 -0.507 -0.693 0.013
O 1.301213 3.043687 -1.284153 -0.394 -0.236 0.194 -0.500
C -0.086794 2.961995 -1.548062 -0.405 0.255 -0.502 -0.980
N 0.854609 0.292688 -2.881718 -0.317 0.617 0.390 -0.671
H 3.962851 1.640749 -2.905034 -0.103 0.462 -0.014 0.356
H 2.588680 2.318301 -3.868808 0.004 0.189 0.296 0.333
H 3.183991 0.701735 -4.119035 -0.294 -0.143 0.077 0.454
H 2.591765 -0.045163 -1.968814 0.182 0.345 0.662 -0.184
H 2.902922 1.999667 -0.700628 -0.071 0.005 0.337 0.609
H 1.335338 1.200011 -0.296626 -0.099 0.269 0.260 -0.154
H -0.289374 2.911268 -2.623746 0.075 -0.056 -0.012 0.345
H -0.591476 3.868231 -1.210337 0.238 0.053 0.232 0.173
H -0.564684 2.091921 -1.088323 0.125 -0.026 0.164 0.511
H 0.306260 -0.188007 -2.158147 -0.120 -0.029 -0.071 0.201
H 0.248439 1.061331 -3.157198 0.017 -0.221 -0.276 0.295
```
Positions in Å, forces in eV/Å.

Values from the calculation:
* total charge: 0
* energy: -1706.92674 hartree
* HOMO level: -8.07 eV
* largest force on an atom: 0.0369 hartree/bohr

# 3
Below is C22H25BF4N3O3V as an isolated structure at a distorted geometry, with properties calculated with ωB97M-V with the def2-TZVPD basis set.

Geometry as XYZ:
```
59
Properties=species:S:1:pos:R:3:forces:R:3:mulliken_charge:R:1
V -0.326407 -0.377586 0.314433 -1.128 0.330 0.303 0.964
O 6.253657 3.011107 -1.664528 -0.242 0.085 0.069 -0.462
C 5.355441 3.710370 -0.940194 0.307 -0.037 -0.022 0.423
O 5.636771 4.761578 -0.452175 -0.055 0.001 0.010 -0.501
C 3.993322 3.096199 -0.760920 -0.102 0.022 0.024 0.587
C 3.377712 2.318196 -1.733467 0.025 -0.016 0.018 -0.944
C 2.095137 1.829833 -1.528338 0.127 0.061 -0.025 -0.534
C 1.452017 2.140873 -0.345527 -0.371 -0.145 0.031 0.296
C 2.048123 2.906341 0.643878 0.117 0.031 -0.045 0.097
C 3.323636 3.393138 0.422765 -0.006 0.010 -0.012 -1.117
N 0.079413 1.682853 -0.188996 0.596 -0.123 -0.074 0.107
C -0.799604 2.593425 -0.038198 -0.124 0.051 -0.053 -0.091
C -2.213073 2.250983 -0.111600 0.168 0.049 -0.096 0.176
C -3.193087 3.213991 0.015058 -0.130 -0.098 -0.057 -0.842
C -4.506109 2.851775 -0.276548 0.077 0.034 0.022 -0.410
C -4.745957 1.561349 -0.701840 0.000 -0.013 -0.040 -0.907
C -3.692056 0.652586 -0.774685 -0.050 0.000 0.033 -0.011
N -2.438878 0.973044 -0.471685 0.188 0.008 0.225 0.009
H 5.910386 2.137438 -1.882425 0.071 -0.069 -0.050 0.343
H 3.877396 2.112125 -2.671733 -0.012 -0.002 -0.020 0.554
H 1.597677 1.249671 -2.295535 -0.013 -0.008 0.010 0.513
H 1.533339 3.115805 1.573230 -0.020 -0.008 0.006 0.554
H 3.816510 4.013151 1.159001 0.008 0.008 0.002 0.469
H -0.497241 3.636539 0.038300 -0.038 -0.012 -0.021 0.565
H -2.935228 4.221729 0.309859 0.013 0.016 0.009 0.483
H -5.309065 3.571583 -0.197795 -0.006 0.002 0.003 0.482
H -5.738613 1.243234 -0.987342 -0.004 -0.014 0.000 0.442
H -3.881476 -0.359095 -1.103941 -0.028 0.035 0.009 0.557
C 1.151111 -3.768887 0.847672 0.109 -0.093 0.129 -1.243
C 0.845556 -3.189297 -0.499974 -0.374 0.494 -0.001 0.621
C 2.004562 -2.912482 -1.407462 0.126 0.008 -0.038 -1.153
O 0.140485 -1.837447 -0.229325 0.161 -0.402 -0.561 -0.518
H 1.714154 -4.690783 0.688495 -0.034 -0.010 0.020 0.511
H 0.247473 -4.021744 1.400115 -0.027 0.028 -0.020 0.329
H 1.775765 -3.101338 1.439037 0.027 0.012 -0.049 0.205
H 0.036192 -3.720113 -1.004780 0.097 -0.058 -0.001 0.264
H 2.712578 -2.221703 -0.954686 -0.003 -0.028 0.041 0.136
H 1.684103 -2.525921 -2.373160 -0.030 0.002 -0.003 0.369
H 2.520520 -3.859349 -1.576547 -0.004 0.009 -0.038 0.498
C -0.639761 -0.529036 2.311615 0.218 -0.013 -0.270 -0.650
H -1.473501 0.178527 2.363452 -0.028 0.014 0.066 0.327
H 0.263372 -0.176133 2.788629 -0.088 -0.008 0.165 0.301
H -0.911650 -1.546096 2.560758 0.001 0.028 0.151 0.350
C -4.517906 -3.223648 0.179901 0.009 -0.012 -0.037 -0.315
C -4.308321 -2.502857 1.341638 0.007 0.048 0.052 -0.997
C -3.200485 -1.678753 1.436440 -0.025 0.115 -0.086 -0.276
N -2.310102 -1.537972 0.447003 0.176 -0.331 0.048 0.779
C -2.532379 -2.229946 -0.685285 0.096 -0.020 -0.015 -0.346
C -3.610238 -3.073186 -0.859210 -0.036 -0.006 0.022 -1.028
H -5.368532 -3.884475 0.083972 -0.008 -0.007 -0.010 0.459
H -4.985610 -2.573737 2.180716 -0.004 -0.001 0.005 0.488
H -3.040430 -1.108902 2.339018 -0.007 -0.019 0.030 0.437
H -1.825016 -2.091477 -1.492811 -0.006 -0.016 0.014 0.623
H -3.728071 -3.601304 -1.794815 0.002 -0.001 -0.006 0.487
F 3.673250 -1.655102 1.588426 -0.013 -0.025 0.006 -0.164
B 3.996823 -0.491600 1.055087 -0.002 -0.088 0.143 0.485
F 1.306359 -0.086322 0.917258 0.246 0.038 0.081 -0.404
F 4.085343 -0.398529 -0.257928 0.044 0.048 -0.109 -0.207
F 4.220632 0.547401 1.817724 0.002 0.097 0.016 -0.169
```
Positions in Å, forces in eV/Å.

Values from the calculation:
* total charge: +2
* energy: -2611.26363 hartree
* HOMO level: -14.49 eV
* largest force on an atom: 0.0236 hartree/bohr

# 4
Below is C4H4AgO5 as an isolated structure at a distorted geometry, with properties calculated with ωB97M-V with the def2-TZVPD basis set.

Geometry as XYZ:
```
14
Properties=species:S:1:pos:R:3:forces:R:3:mulliken_charge:R:1
O 1.179992 -0.340249 -1.343483 0.485 0.518 -0.331 -0.277
C 2.195314 0.012204 -0.595301 -3.428 -1.041 3.300 0.576
O 1.497646 0.364890 0.553571 1.050 0.074 -1.485 -0.403
H -1.948354 1.345347 1.046014 0.074 -0.107 -0.249 0.283
Ag 4.995180 -0.156071 0.707698 -0.058 0.088 0.141 0.478
O 3.375795 -0.215970 -0.637307 1.547 0.213 -1.382 -0.377
O -0.517173 1.060545 -0.427935 0.438 0.129 -0.280 -0.343
C -1.831441 0.792738 0.106464 -0.421 0.050 0.115 -0.267
C -1.797848 -0.718479 0.303040 -0.465 -0.070 -0.100 -0.273
O -0.380538 -0.983738 0.376026 0.605 -0.170 0.000 -0.354
C 0.276990 0.035404 -0.157142 -0.352 0.218 0.128 1.089
H -2.572247 1.124576 -0.626340 0.219 -0.063 0.192 0.291
H -2.217855 -1.271602 -0.544953 0.134 0.113 0.207 0.287
H -2.255462 -1.049600 1.239645 0.173 0.048 -0.256 0.291
```
Positions in Å, forces in eV/Å.

Values from the calculation:
* total charge: +1
* energy: -677.54339 hartree
* spin multiplicity: 3
* <S²>: 2.00
* HOMO level (spin up / spin down): -12.36 / -15.25 eV
* largest force on an atom: 0.0947 hartree/bohr

Table of energy relative to the best compared isomer or geometry (same formula, charge and spin) (kcal per mole), in record order: 38.1; 41.1; 1.9; 31.1
Table of molecular weight (g/mol), in record order: 860.29; 584.59; 517.21; 239.94